Entry 1:
Formula: H42O21
Source: the Open Molecules 2025 dataset
Level of theory: the ωB97M-V functional and the def2-TZVPD basis

HOMO	-10.3	eV
energy relative to the best compared isomer or geometry (same formula, charge and spin)	266.29	kcal/mol
Kohn-Sham gap	9.52	eV
multiplicity	1
electronic energy	-43674.268	eV

Positions of all 63 atoms, in Å:
O  0.507  -4.034  -2.832
H  0.139  -3.783  -3.669
H  0.229  -3.331  -2.317
O  0.553  -2.718  -0.013
H  1.360  -2.444  -0.319
H  0.492  -1.968  0.610
O  -3.437  -0.391  -3.351
H  -3.887  -0.310  -2.356
H  -3.355  -1.329  -3.272
O  2.232  1.651  -1.053
H  2.052  2.639  -0.935
H  1.514  1.132  -0.578
O  0.504  1.915  -3.069
H  0.077  2.827  -3.042
H  0.866  1.829  -2.206
O  -2.925  -0.381  3.449
H  -3.411  -0.821  2.659
H  -2.311  -0.964  3.791
O  0.388  4.408  -1.904
H  0.349  4.835  -2.697
H  0.731  5.187  -1.433
O  -5.225  0.066  -0.729
H  -4.378  -0.317  -0.377
H  -5.298  1.022  -0.431
O  -1.041  -1.827  -4.744
H  -1.253  -0.949  -4.763
H  -1.066  -2.180  -3.883
O  0.937  -0.923  2.221
H  1.562  -0.340  1.575
H  1.172  -0.306  2.915
O  -1.429  -2.568  3.601
H  -1.706  -3.493  3.502
H  -0.689  -2.370  3.035
O  2.853  -1.342  -0.774
H  2.654  -2.226  -1.163
H  3.393  -0.829  -0.236
O  0.087  3.045  4.094
H  -0.536  2.797  3.407
H  0.270  2.358  4.676
O  -1.969  2.792  1.472
H  -2.404  3.298  0.665
H  -2.501  2.904  2.214
O  2.933  0.746  1.686
H  2.679  1.233  0.803
H  3.860  1.034  1.611
O  0.665  -5.247  1.171
H  0.205  -4.396  1.107
H  0.786  -5.241  0.162
O  3.480  1.542  -3.403
H  3.559  2.528  -3.232
H  2.451  1.406  -3.326
O  1.598  3.272  0.803
H  0.699  3.082  0.993
H  1.562  3.939  1.565
O  -0.190  0.509  -0.649
H  -0.559  0.544  -1.522
H  -0.638  0.964  0.055
O  3.317  -1.504  4.028
H  3.212  -1.505  3.113
H  2.571  -1.686  4.418
O  -3.012  -1.094  -0.418
H  -1.963  -0.804  -0.374
H  -3.315  -1.887  -0.329

Entry 2:
Formula: C4H8O2
Source: the Open Molecules 2025 dataset
Level of theory: the ωB97M-V functional and the def2-TZVPD basis

HOMO	-8.7	eV
energy relative to the best compared isomer or geometry (same formula, charge and spin)	47.41	kcal/mol
Kohn-Sham gap	9.32	eV
multiplicity	1
electronic energy	-8371.226	eV
SMILES string	C=CC(=C)O.O

Positions of all 14 atoms, in Å:
C  0.573  -1.123  -0.232
C  -0.675  -0.984  -0.663
C  -1.556  0.120  -0.246
C  -2.630  0.470  -0.951
O  -1.276  0.752  0.923
H  1.142  -0.372  0.304
H  1.181  -1.922  -0.630
H  -1.122  -1.733  -1.300
H  -3.215  1.341  -0.702
H  -2.848  -0.059  -1.871
H  -0.577  0.308  1.422
O  4.166  0.702  0.794
H  4.171  0.232  1.636
H  3.945  0.057  0.114

Entry 3:
Formula: C10H14MnO5
Source: the Open Molecules 2025 dataset
Level of theory: the ωB97M-V functional and the def2-TZVPD basis

HOMO (spin up / spin down)	-22.1 / -21.9	eV
net charge	+3
<S²>	6.255
Kohn-Sham gap (spin up / spin down)	7.62 / 6.23	eV
multiplicity	5
electronic energy	-52113.604	eV

Positions of all 30 atoms, in Å:
Mn  0.011  0.125  -3.133
O  0.278  2.380  -1.085
C  0.153  1.444  -1.783
C  -0.133  -1.282  -1.875
O  -0.261  -2.266  -1.257
C  1.435  0.044  -1.758
O  2.367  0.031  -1.042
C  -1.416  0.147  -1.760
O  -2.355  0.124  -1.055
C  0.026  0.735  -5.145
H  -0.877  1.349  -5.377
H  0.988  1.261  -5.352
C  -0.039  -0.640  -5.230
H  0.869  -1.236  -5.479
H  -0.997  -1.145  -5.500
C  -1.891  0.078  3.505
C  -0.832  0.799  2.699
O  -0.038  -0.062  1.875
C  0.793  -0.930  2.634
C  1.904  -0.232  3.390
H  -2.511  -0.632  2.935
H  -2.493  0.840  4.023
H  -1.433  -0.523  4.293
H  -1.259  1.482  1.967
H  -0.131  1.293  3.387
H  0.118  -1.398  3.350
H  1.170  -1.620  1.888
H  1.508  0.358  4.227
H  2.541  -1.000  3.868
H  2.505  0.476  2.790